Computed, not measured: the molecule C5H8O, with wB97M-V/def2-TZVPD.

```
14
Properties=species:S:1:pos:R:3:forces:R:3:lowdin_charge:R:1
C -1.920 -1.709 -0.964 0.50 0.10 0.29 0.12
C -1.142 -1.065 -0.302 -0.65 -0.05 -0.48 -0.07
C -0.639 0.185 0.299 0.26 -0.13 0.06 -0.42
O -1.557 1.188 -0.118 -0.27 0.27 0.22 -0.04
C 0.736 0.644 -0.188 0.06 0.02 -0.05 -0.21
C 1.928 0.084 0.580 0.06 -0.05 0.07 -0.10
H -2.616 -2.213 -1.592 0.12 -0.27 0.08 0.03
H -0.639 0.108 1.398 0.04 -0.04 -0.15 0.14
H -2.432 0.779 -0.105 0.11 0.21 -0.04 0.09
H 0.825 0.411 -1.255 -0.05 0.10 0.13 0.12
H 0.713 1.735 -0.092 0.07 -0.16 -0.03 0.12
H 1.851 0.308 1.650 -0.02 -0.04 -0.11 0.07
H 2.853 0.546 0.220 -0.13 -0.10 0.04 0.07
H 2.038 -1.001 0.470 -0.11 0.15 -0.01 0.07
```
Positions in Å, forces in eV/Å.

The highest occupied orbital energy is -10.18 eV. The SMILES is C#C[C@H](O)CC. The value obtained for the energy above the lowest of the compared OMol25 structures with the same formula, charge and spin is 2.415 eV. Its frontier orbital gap is 11.2 eV. Its lowest unoccupied orbital energy is 0.03575 Ha.